A structure of composition C29H45N8S5SbSiTi. Source: OMol25; level of theory: wB97M-V/def2-TZVPD.

XYZ file:
```
90
Properties=species:S:1:pos:R:3
Ti -0.01346 1.57549 0.16869
C 4.08394 0.57381 -2.00756
N 2.75349 0.03844 -1.79654
C 2.67490 -1.12651 -0.93110
C 1.65452 0.56309 -2.37833
N 0.48529 0.50558 -1.75216
C -0.64700 0.26699 -2.55581
C -0.62129 -0.49004 -3.72687
C -1.77899 -0.77249 -4.42804
C -3.00334 -0.33325 -3.94037
C -3.04678 0.36768 -2.74844
C -1.87909 0.68210 -2.05519
N -1.88351 1.27201 -0.77447
C -2.98982 1.94210 -0.40503
N -3.51716 2.90837 -1.18205
C -4.94593 3.15824 -1.25858
C -2.72491 3.56585 -2.20701
N -3.61013 1.61520 0.74100
C -4.27561 2.59842 1.57959
C -3.37160 0.32907 1.37410
N 1.82353 1.15077 -3.59391
C 0.92115 2.15736 -4.11674
C 2.73566 0.60297 -4.58034
H 4.56654 0.68402 -1.03434
H 4.02245 1.55134 -2.47909
H 4.69905 -0.08694 -2.62575
H 3.21292 -1.95498 -1.40177
H 1.63208 -1.40258 -0.77216
H 3.14358 -0.91017 0.03103
H 0.32097 -0.89424 -4.07411
H -1.72572 -1.36514 -5.33012
H -3.92073 -0.57144 -4.45866
H -4.00595 0.64342 -2.32770
H -5.48705 2.44505 -0.64293
H -5.26234 3.04240 -2.29793
H -5.19016 4.17084 -0.93242
H -1.66383 3.45468 -1.97740
H -2.97676 4.62682 -2.20059
H -2.94904 3.14531 -3.19097
H -5.33181 2.35540 1.71340
H -4.18107 3.58840 1.14091
H -3.77280 2.61098 2.54810
H -2.92683 -0.35735 0.65545
H -2.68869 0.44020 2.22194
H -4.32988 -0.06234 1.72002
H 0.33223 2.58605 -3.30904
H 0.25712 1.72723 -4.87359
H 1.51994 2.94843 -4.57162
H 3.16828 -0.32853 -4.22367
H 3.54169 1.30037 -4.82350
H 2.17375 0.39507 -5.49566
C 3.44527 -1.22976 5.49819
Si 2.37216 -1.62719 4.01572
C 2.95733 -3.22029 3.22426
C 0.61555 -1.83418 4.60255
C 2.59779 -0.23365 2.76988
C 3.80389 0.45927 2.75657
C 4.04420 1.50935 1.87419
C 3.03446 1.87425 1.01166
N 1.88846 1.19007 0.97034
C 1.66033 0.15951 1.80763
S 0.12436 -0.59444 1.48899
H 3.25132 -1.94355 6.29740
H 3.22696 -0.23281 5.87822
H 4.50944 -1.27655 5.27793
H 2.98643 -4.03755 3.94290
H 3.95793 -3.10458 2.80942
H 2.29670 -3.51535 2.40879
H 0.61896 -2.54968 5.42583
H -0.04572 -2.19662 3.81932
H 0.20284 -0.89572 4.96898
H 4.58144 0.20050 3.46415
H 4.96420 2.07132 1.89721
H 3.09671 2.72783 0.34570
S 2.21226 5.00777 2.22204
Sb 0.20872 4.78330 1.22011
S -0.72139 2.61173 2.07069
S 0.69524 3.49686 -0.88316
S -0.94190 -3.03182 -1.38305
C -1.18457 -3.85726 0.04040
N -2.41052 -4.38781 0.33489
C -2.72919 -5.06543 1.46800
C -1.79487 -5.27360 2.42605
C -0.48912 -4.76498 2.18844
C -0.19316 -4.09366 1.04918
H -3.11702 -4.24042 -0.37667
H -3.75110 -5.40902 1.53267
H -2.04881 -5.80974 3.32444
H 0.28407 -4.91102 2.93135
H 0.78856 -3.68865 0.86615
```

Values from the calculation:
* energy above the lowest of the compared OMol25 structures with the same formula, charge and spin: 0.2096 eV
* HOMO level: -6.493 eV

A cluster of 3 separate species, C29H46ClF21N3O5P2 in total in a non-equilibrium geometry. Source: OMol25; level of theory: wB97M-V/def2-TZVPD.

XYZ file:
```
107
Properties=species:S:1:pos:R:3
C 6.92432 5.54688 -0.35454
C 6.62836 5.24790 -1.85370
C 5.30438 5.81627 -2.35130
F 5.62232 6.40508 -3.58304
P 3.94039 4.42366 -2.65254
O 2.71454 5.37759 -1.98405
Cl 3.26865 5.24604 -4.60747
O 2.79638 3.14214 -2.92858
C 3.42703 1.97696 -2.51323
P 2.48093 0.42473 -2.86494
N 0.99771 0.68128 -3.26308
O 2.70203 -0.61345 -1.63713
O 3.19734 -0.25068 -4.16661
C 4.15456 2.24010 -1.16094
C 5.58120 1.63390 -1.34087
C 6.52795 1.86020 -0.14395
C 6.63065 0.69246 0.81549
F 6.16296 -0.52704 0.48207
C 7.19208 0.84869 2.02070
F 8.25000 1.61237 2.24094
F 6.72779 0.23440 3.10732
C 3.51617 1.94847 0.20324
F 3.80503 0.65471 0.52244
F 4.11953 2.67824 1.17512
C 1.98342 2.12733 0.40824
F 1.60933 1.17242 1.30164
F 1.24315 1.90552 -0.68875
C 1.49594 3.47070 1.04848
F 1.69891 3.35286 2.38973
F 2.16356 4.55287 0.66261
C -0.05218 3.67897 0.91108
F -0.36346 4.56875 1.88255
F -0.73435 2.55835 1.19966
C -0.54482 4.29352 -0.44640
F -0.96094 5.56615 -0.22263
F 0.40232 4.35414 -1.36901
C -1.77124 3.55956 -1.08640
F -1.49737 2.27341 -1.35051
F -1.94596 4.15226 -2.28605
C -3.12281 3.72375 -0.30899
F -3.88219 4.63682 -0.94671
F -2.97125 4.14509 0.95638
C -3.97620 2.42703 -0.27356
F -3.39940 1.48953 0.48007
F -4.18219 1.95509 -1.50472
F -5.17914 2.69291 0.25523
O 4.38484 3.64930 -1.17045
H 7.87184 6.09013 -0.29366
H 7.07860 4.63658 0.22397
H 6.15030 6.17554 0.08362
H 6.71865 4.16905 -2.00333
H 7.42198 5.70231 -2.45022
H 4.93724 6.63943 -1.73167
H 4.96366 3.79907 -3.44424
H 2.99801 5.77970 -1.16018
H 4.21822 1.87140 -3.28179
H 0.38431 0.18868 -2.62138
H 2.24651 -1.43621 -1.85136
H 4.12868 -0.44650 -3.98675
H 5.47396 0.55170 -1.48223
H 6.03199 2.11740 -2.19819
H 7.53398 2.00071 -0.56832
H 6.31892 2.78512 0.38454
C -5.63754 -3.82643 -3.07194
C -5.57448 -3.62066 -1.56560
N -4.68614 -2.54545 -1.17107
C -4.40514 -2.52396 0.25340
C -5.56485 -2.24717 1.21791
C -4.94808 -1.25217 -1.78054
C -6.33520 -0.62825 -1.57761
H -4.64078 -3.98102 -3.48683
H -6.23971 -4.70824 -3.29763
H -6.09858 -2.98031 -3.58293
H -5.20180 -4.54659 -1.11755
H -6.59908 -3.48103 -1.18444
H -3.60837 -1.79905 0.44207
H -3.97209 -3.49639 0.51551
H -5.85345 -1.19692 1.22051
H -5.25343 -2.49314 2.23566
H -6.44561 -2.85071 0.99431
H -4.77202 -1.34208 -2.85547
H -4.18819 -0.54751 -1.44131
H -7.14026 -1.35229 -1.71495
H -6.48735 0.17018 -2.30662
H -6.43905 -0.17949 -0.59035
C -1.22429 -4.88606 1.79775
C -1.81077 -6.15334 2.40268
N -1.88514 -6.11735 3.85211
C -2.17668 -7.40936 4.44683
C -3.53586 -8.05377 4.14707
C -2.59958 -4.98482 4.41457
C -4.05988 -4.77741 3.99403
H -0.24512 -4.66614 2.22480
H -1.10359 -5.01412 0.72118
H -1.87074 -4.02037 1.94849
H -1.16437 -6.98885 2.11985
H -2.79061 -6.34654 1.93737
H -2.05362 -7.33096 5.53076
H -1.39447 -8.10288 4.12106
H -4.34590 -7.57319 4.69398
H -3.51930 -9.10076 4.45927
H -3.77545 -8.03732 3.08352
H -2.04435 -4.07750 4.16384
H -2.54500 -5.04360 5.50467
H -4.20368 -4.90387 2.91971
H -4.37042 -3.76104 4.24565
H -4.73699 -5.45340 4.51467
```

Values from the calculation:
* HOMO level: -5.808 eV
* charge: -1

A structure of composition C29H46F2N3O2Si2 in a non-equilibrium geometry. Source: OMol25; level of theory: wB97M-V/def2-TZVPD.

XYZ file:
```
84
Properties=species:S:1:pos:R:3
C 4.59994 8.61894 1.21860
C 3.72869 7.85812 1.51430
C 2.77264 6.86346 1.93416
C 2.25012 5.98852 0.76807
C 0.83729 6.39769 0.25626
C -0.12899 5.24114 0.38035
C -1.07016 5.16293 1.42245
C -1.13578 6.24685 2.47681
C -0.23735 5.94451 3.67344
F -0.81526 4.98146 4.46240
C -1.93121 4.06408 1.52806
N -2.90509 3.90054 2.52761
C -4.08584 4.78061 2.45781
C -4.52085 5.18656 3.87549
C -1.79496 3.05069 0.59127
F -2.60834 1.97917 0.69431
C -0.86638 3.09505 -0.41894
C -0.03141 4.19399 -0.54255
C 0.97046 4.16990 -1.65762
O 1.28232 5.15054 -2.29367
C 1.53257 2.83605 -1.94844
C 0.73333 1.77923 -1.81732
N 1.16462 0.43529 -2.03937
C 0.99218 -0.33517 -0.75742
C 2.04339 -1.40431 -0.61878
C 1.86107 -2.23641 0.65093
C 1.65792 -1.36685 1.89051
C -0.68778 1.98667 -1.39868
O -1.58301 1.31934 -1.84892
H 5.12841 9.50713 0.99332
H 3.26529 6.24637 2.68136
H 1.93020 7.34513 2.42229
H 2.97404 6.05589 -0.03606
H 2.23429 4.94999 1.08031
H 0.94560 6.68823 -0.77696
H 0.51130 7.26837 0.80413
H -0.88917 7.21201 2.05723
H -2.13485 6.33651 2.87981
H 0.74255 5.59875 3.35286
H -0.09243 6.84025 4.27492
H -3.19105 2.93694 2.58792
H -3.88285 5.66192 1.86568
H -4.91680 4.21523 2.04267
H -4.32286 4.33884 4.52445
H -5.58233 5.40379 3.93367
H -3.91108 6.00006 4.25405
H 2.55842 2.72218 -2.25508
H 0.46858 0.05391 -2.67984
H 0.00270 -0.78379 -0.70913
H 1.12729 0.38322 0.04445
H 3.05478 -1.00339 -0.55969
H 2.03637 -2.05518 -1.48828
H 2.74793 -2.83228 0.83817
H 1.01876 -2.92255 0.58514
H 1.60489 -1.95628 2.79990
H 2.47121 -0.64637 1.98082
H 0.74637 -0.77812 1.83742
C -0.70469 -4.21388 -2.83230
Si -0.97211 -5.99655 -2.25711
C -2.44731 -6.66953 -3.24408
C -1.51525 -5.88644 -0.43975
N 0.45211 -6.84476 -2.49163
Si 0.71847 -8.45731 -2.12481
C -0.39369 -9.66705 -3.07660
C 0.53864 -8.87544 -0.28084
C 2.50069 -8.90238 -2.59332
H -1.61163 -3.61106 -2.69327
H 0.10399 -3.75166 -2.25961
H -0.43850 -4.18950 -3.89096
H -3.28365 -5.95786 -3.24212
H -2.81827 -7.60585 -2.82158
H -2.15939 -6.84668 -4.28181
H -0.67137 -5.59949 0.19108
H -1.90905 -6.83938 -0.07966
H -2.30688 -5.13663 -0.30751
H -1.41876 -9.65163 -2.69937
H -0.02797 -10.69822 -2.98418
H -0.41131 -9.41002 -4.13722
H 1.08040 -8.14802 0.32652
H 0.94429 -9.87124 -0.05845
H -0.50848 -8.87501 0.03047
H 3.20383 -8.28009 -2.03566
H 2.66276 -8.73571 -3.66029
H 2.72343 -9.95395 -2.37261
```

Values from the calculation:
* energy above the lowest of the compared OMol25 structures with the same formula, charge and spin: 0.3391 eV
* HOMO level: -3.539 eV
* charge: -1

A structure of composition C29H46GaP2Te in a non-equilibrium geometry. Source: OMol25; level of theory: wB97M-V/def2-TZVPD.

XYZ file:
```
79
Properties=species:S:1:pos:R:3
Ga -1.34173 1.29530 -2.40101
C -0.75313 -2.79657 2.22571
C 0.56319 -3.10478 1.81758
C 0.67601 -1.32233 3.26124
C -0.68728 -1.69990 3.12454
C 1.44712 -2.20226 2.46510
C -1.97825 -3.53397 1.83918
H -1.96568 -3.79789 0.77485
H -2.86999 -2.93195 2.03684
H -2.08018 -4.46946 2.40974
C -1.84327 -1.03966 3.75926
H -2.71945 -1.70285 3.77904
H -2.12103 -0.13020 3.19842
H -1.61140 -0.74376 4.79377
C 1.18326 -0.18596 4.06159
H 0.68657 -0.13488 5.03717
H 0.99751 0.76583 3.54705
H 2.25798 -0.28159 4.22922
C 2.92595 -2.22587 2.38382
H 3.35854 -2.94902 3.09598
H 3.34584 -1.23991 2.62169
H 3.26677 -2.51745 1.38067
C 0.95951 -4.20536 0.90884
H 1.16860 -5.13188 1.46431
H 1.86600 -3.94606 0.34903
H 0.16035 -4.42380 0.19187
C -1.88499 1.38236 -4.24781
C -2.38603 -0.11650 -4.16616
C -1.42679 -1.14282 -4.79233
C 0.00307 -0.80032 -4.39128
C 0.10171 -0.08665 -3.04151
C 1.11839 1.02206 -3.00362
C 0.72782 2.05137 -4.16439
C -0.62302 1.86668 -5.00075
H -1.54469 -1.14717 -5.88777
H 0.51570 -0.26702 -5.20436
H -1.67095 -2.15616 -4.44518
H -0.43157 1.31568 -5.93550
H -2.72669 2.05853 -4.43265
H -3.41359 -0.23976 -4.54384
H -0.86248 2.89071 -5.33835
H 0.78241 3.07753 -3.76999
H 2.07356 0.54924 -3.30469
H 1.56056 1.98014 -4.89203
H 0.59538 -1.72016 -4.28545
H 0.23059 -0.82668 -2.24561
P -2.67237 -0.64344 -2.37239
C -4.31324 -0.34997 -1.77497
C -1.95406 -2.09828 -1.59845
P 2.83316 1.31639 -0.28219
C 1.31114 1.54419 -1.51155
C 3.41719 -0.32750 -0.84443
C 4.01844 2.40846 -1.12151
H -4.26479 0.30318 -0.88948
H -4.75065 -1.32295 -1.51082
H -4.90480 0.14302 -2.56218
H -1.26329 -2.62693 -2.27017
H -2.77615 -2.77231 -1.31813
H -1.39771 -1.83721 -0.68180
H 3.89053 2.40355 -2.20589
H 5.03943 2.10561 -0.85662
H 3.86461 3.41436 -0.73028
H 1.02991 2.60945 -1.43066
H 0.61940 0.97695 -0.83655
H 4.40431 -0.49574 -0.40217
H 3.48910 -0.40590 -1.93621
H 2.75687 -1.11533 -0.47095
Te -1.07058 1.94469 1.42227
C -0.73313 2.93065 3.22595
C -1.27376 2.47515 4.45674
C -0.77650 2.99385 5.65665
C 0.13813 4.05689 5.64135
C 0.55176 4.61457 4.42632
C 0.12549 4.06467 3.20866
H -2.03648 1.70042 4.43580
H -1.11285 2.56994 6.61110
H 0.51705 4.46027 6.59003
H 1.21451 5.48214 4.42618
H 0.44913 4.44237 2.24412
```

Values from the calculation:
* energy above the lowest of the compared OMol25 structures with the same formula, charge and spin: 4.9232 eV
* HOMO level (spin up / spin down): -9.193 / -9.101 eV
* charge: +1

A cluster of 7 separate species, C29H46NO13 in total in a non-equilibrium geometry. Source: OMol25; level of theory: wB97M-V/def2-TZVPD.

XYZ file:
```
89
Properties=species:S:1:pos:R:3
C -1.08747 -1.08131 2.01790
N 0.01553 -0.32231 1.61890
C 1.25153 -1.15031 1.81290
C -0.06347 0.07869 0.15290
C 0.02953 0.98669 2.40290
C 1.07353 2.04269 1.98090
O 1.09553 3.14669 2.81290
H -1.36247 -1.90131 1.46790
H -1.89847 -0.28931 1.95490
H -1.12047 -1.37331 3.02290
H 2.14853 -0.88231 1.44090
H 1.02953 -2.14731 1.43090
H 1.32953 -1.41131 2.97190
H -0.21047 -0.74431 -0.36410
H 0.94053 0.67269 -0.16310
H -1.10047 0.47869 -0.22610
H 0.08253 0.76869 3.47890
H -0.91547 1.46569 2.22590
H 1.07253 2.25069 0.89690
H 2.00053 1.64469 2.19090
H 1.96653 3.85069 2.73290
C 0.50453 -4.61331 -0.71910
C 0.84353 -5.23131 -2.13310
C -0.20447 -6.10331 -2.66010
O -0.15247 -6.60231 -3.74510
C -1.57147 -6.17531 -2.08310
C -1.78447 -5.57931 -0.65810
C -0.72447 -4.80431 0.03290
O -0.86947 -4.28931 1.21290
O -2.87547 -5.98831 0.14090
O 2.00653 -5.13231 -2.81610
H 1.38353 -4.25131 -0.29910
H -2.18847 -6.88731 -2.46410
H -3.41247 -6.61331 -0.13510
H 2.24153 -5.83031 -3.59210
C -2.87447 1.12669 -5.68310
C -1.71947 1.61769 -6.49610
C -0.43047 2.02069 -5.94410
O 0.53553 2.39669 -6.59510
C -0.41447 2.09669 -4.50010
C -1.62547 1.76569 -3.71810
C -2.85147 1.19469 -4.26910
O -3.85147 0.78769 -3.64710
O -1.66947 1.81969 -2.26410
O -1.84947 1.48169 -7.88510
H -3.69147 0.82369 -6.26410
H 0.56353 2.45769 -4.17010
H -1.09247 2.38669 -1.81110
H -1.09247 1.87169 -8.27610
C 4.74153 6.92269 1.19890
C 4.20353 5.92669 2.15290
O 4.51553 4.71469 2.15690
C 3.70253 6.63969 3.43990
H 4.85653 6.42769 0.13690
H 5.75253 7.37969 1.45090
H 4.10053 7.57869 0.61690
H 3.46453 5.94369 4.06590
H 2.64353 7.16869 3.20590
H 4.33353 7.24969 4.01790
C 0.87253 5.89769 -1.33510
C 0.05253 4.67469 -0.86710
O 0.39653 3.56269 -1.19510
C -0.87047 5.00869 0.28690
H 0.25853 6.54669 -1.88210
H 1.50053 5.67969 -2.07710
H 1.31953 6.33269 -0.44410
H -1.18247 4.13069 0.85490
H -1.85347 5.46869 -0.00310
H -0.24247 5.49169 0.99790
C 1.58653 -5.32331 4.17190
C 3.03453 -4.65331 4.23290
O 3.02853 -3.40531 4.20490
C 4.19553 -5.48931 4.18590
H 0.67353 -4.54531 4.02490
H 1.36953 -5.72431 5.08790
H 1.78453 -6.13531 3.43390
H 4.84553 -4.83831 4.47190
H 4.26053 -5.89631 3.16690
H 4.19853 -6.23731 5.02090
C -4.62347 -3.08631 -0.25310
C -4.23547 -1.63031 -0.50110
O -3.06947 -1.22731 -0.46910
C -5.50647 -0.75831 -0.40510
H -4.64647 -3.45031 -1.13510
H -5.56747 -3.34331 0.21790
H -3.52847 -3.31631 0.43990
H -6.37447 -1.12531 -1.12610
H -5.32647 0.33969 -0.38510
H -6.07447 -0.72931 0.41690
```

Values from the calculation:
* energy above the lowest of the compared OMol25 structures with the same formula, charge and spin: 3.9465 eV
* HOMO level: -10.891 eV
* charge: +1

Number 1: M 863.8 g mol⁻¹. Number 2: M 1013.1 g mol⁻¹. Number 3: M 562.9 g mol⁻¹. Number 4: M 654.0 g mol⁻¹. Number 5: M 616.7 g mol⁻¹.